This record from the Open Molecules 2025 dataset describes 10 unconnected molecules or ions with the total composition C42H111N7O14 in a non-equilibrium geometry. The level of theory is ωB97M-V/def2-TZVPD.

Summary:
* molar mass: 938.385 g/mol
* relative energy (zero: lowest compared OMol25 entry of this formula, charge and spin): 670.5 kJ/mol
* highest occupied orbital energy: -0.317 Eh
* HOMO-LUMO gap: 0.325 hartree
* SMILES: COC[C@H](C)N.COC[C@H](C)N.COC[C@H](C)N.COCCNCCOC.COCCNCCOC.COCCNCCOC.COCCNCCOC.CCO.CCO.CCO

Last column: Mulliken charge in e.
Cartesian coordinates (Å):
1 O -11.4861 -17.4468 -6.7973  -0.378
2 O -12.3038 -7.2374 -15.0526  -0.374
3 O -6.3753 -4.6693 -14.8989  -0.227
4 O -15.2582 -16.8200 -19.3647  -0.355
5 O -18.9377 -9.6134 -15.4109  -0.403
6 O -13.2498 -17.8130 -13.7791  -0.479
7 O -21.6770 -5.0347 -16.4116  -0.315
8 O -8.6765 -9.6371 -16.5420  -0.416
9 O -15.7984 -7.0719 -9.3287  -0.587
10 O -16.8742 -11.2587 -11.8093  -0.444
11 O -8.4397 -15.4384 -13.2205  -0.448
12 O -11.4901 -12.6843 -19.4382  -0.355
13 O -14.6050 -11.4428 -13.7476  0.194
14 O -8.4728 -11.4742 -10.2236  -0.437
15 N -7.7994 -8.7232 -10.2997  -0.760
16 N -13.9831 -11.9964 -16.9280  -0.318
17 N -14.7811 -17.6333 -16.4971  -0.117
18 N -12.0048 -16.8686 -9.6343  -0.528
19 N -10.0062 -4.2891 -15.6869  -0.289
20 N -19.3558 -7.6843 -17.4774  -0.415
21 N -10.1014 -12.6752 -14.8240  0.517
22 C -11.3210 -6.2944 -14.6578  0.326
23 C -11.1005 -5.2366 -15.8593  -0.819
24 C -13.8570 -8.4018 -8.9098  -1.025
25 C -9.6287 -8.9302 -17.3750  -0.507
26 C -20.5289 -6.9384 -17.0389  -0.467
27 C -18.3416 -8.2463 -15.2755  -0.358
28 C -7.5323 -3.9385 -15.3454  -0.842
29 C -18.1080 -11.3909 -12.4870  0.174
30 C -8.5290 -9.3412 -11.3032  0.658
31 C -11.8447 -15.7329 -8.7140  0.973
32 C -8.3920 -8.5459 -12.6146  -0.854
33 C -13.5298 -12.0687 -13.1952  0.278
34 C -12.1067 -16.2053 -7.2231  -1.095
35 C -12.8241 -14.6228 -9.0278  -1.500
36 C -8.8186 -12.8519 -10.3753  -0.384
37 C -13.2052 -11.1706 -11.9796  -0.457
38 C -8.9360 -13.4418 -14.3593  -0.718
39 C -12.7691 -12.7367 -17.3975  2.035
40 C -8.1373 -10.8538 -11.4735  0.034
41 C -12.5682 -8.2346 -14.0677  -0.312
42 C -8.7003 -4.8803 -15.1949  0.029
43 C -14.8623 -8.0504 -9.9347  0.299
44 C -11.3774 -12.5342 -20.8232  -0.850
45 C -14.4410 -18.4296 -17.7480  -0.822
46 C -14.0826 -17.4794 -18.9592  -0.264
47 C -5.1680 -4.1469 -15.2758  -0.758
48 C -8.7942 -16.6069 -12.5356  -0.681
49 C -20.3051 -5.5049 -16.5684  -0.538
50 C -12.9388 -14.1049 -16.7957  -0.910
51 C -9.9071 -11.2733 -15.1402  1.099
52 C -18.2768 -12.6908 -13.2721  -1.082
53 C -14.9725 -15.9286 -20.4441  -0.495
54 C -18.1905 -7.5377 -16.6049  -0.962
55 C -11.5364 -17.7132 -5.3934  -0.795
56 C -15.1588 -18.4645 -15.3259  -0.895
57 C -9.4898 -14.6662 -13.7284  -0.074
58 C -12.7406 -12.4092 -18.9569  -1.059
59 C -14.6219 -17.7112 -14.0004  -0.387
60 C -18.2396 -10.6500 -16.1443  -0.476
61 C -21.7699 -3.5694 -16.3038  -0.772
62 C -8.8508 -10.9799 -16.2303  -0.489
63 C -12.5571 -16.8126 -12.9702  0.359
64 H -12.5766 -14.8427 -17.5115  0.224
65 H -8.0747 -13.4436 -10.9088  0.347
66 H -11.4531 -18.7760 -5.1666  0.254
67 H -14.0239 -11.0365 -17.2396  0.228
68 H -14.0371 -11.2158 -11.2768  0.304
69 H -17.8138 -6.5360 -16.3985  0.425
70 H -14.5666 -11.4190 -14.7066  -0.163
71 H -9.5945 -10.5782 -14.3609  -1.680
72 H -12.7748 -10.2008 -12.2293  -0.189
73 H -21.1516 -6.8998 -17.9326  0.351
74 H -14.3440 -8.9672 -8.1152  0.284
75 H -9.0381 -13.4181 -9.4701  0.295
76 H -17.5132 -12.8647 -14.0303  0.205
77 H -6.8391 -9.0251 -10.3819  0.315
78 H -8.3942 -12.7256 -13.7416  0.208
79 H -12.0292 -11.7434 -21.1945  0.356
80 H -8.5428 -5.8109 -15.7401  0.140
81 H -21.4844 -3.0870 -17.2386  0.321
82 H -14.0072 -14.3061 -16.7165  0.526
83 H -14.8899 -16.6630 -14.1328  0.200
84 H -14.7650 -19.4803 -15.2912  0.397
85 H -15.1660 -18.0896 -13.1351  0.363
86 H -11.7682 -15.3603 -6.6235  0.465
87 H -17.3716 -8.0160 -17.1422  0.364
88 H -19.8982 -4.9905 -17.4391  0.323
89 H -10.2424 -14.3995 -12.9864  0.085
90 H -15.4165 -8.8716 -10.3892  0.167
91 H -17.3985 -10.8006 -15.4676  -0.031
92 H -12.5397 -14.2216 -10.0006  0.276
93 H -9.5963 -16.5072 -11.8042  0.173
94 H -13.7584 -13.0713 -12.8337  -0.026
95 H -9.7691 -12.9461 -10.9004  -0.039
96 H -12.7696 -13.9970 -8.1370  0.466
97 H -5.0468 -3.2405 -14.6826  0.293
98 H -13.1762 -8.0404 -13.1841  0.311
99 H -10.6154 -17.2258 -5.0735  0.308
100 H -16.2431 -18.5753 -15.3148  0.419
101 H -17.8254 -10.3244 -17.0985  0.344
102 H -18.3976 -10.5438 -13.1088  -0.141
103 H -12.9442 -8.8074 -9.3460  0.230
104 H -9.9457 -15.1902 -14.5685  0.444
105 H -13.5063 -12.9652 -19.4980  0.456
106 H -8.0103 -16.8268 -11.8109  0.292
107 H -10.6395 -9.1198 -17.0139  0.252
108 H -8.8309 -17.3630 -13.3198  0.320
109 H -10.4963 -13.1163 -15.6423  -0.176
110 H -12.3736 -11.7574 -11.5895  0.137
111 H -4.3695 -4.8390 -15.0084  0.211
112 H -13.5999 -18.0721 -19.7361  0.406
113 H -11.6781 -8.8099 -13.8131  -0.074
114 H -11.6564 -5.7963 -13.7482  0.367
115 H -19.6054 -5.2530 -15.7716  0.317
116 H -11.8724 -12.3665 -16.9005  -1.291
117 H -7.2553 -11.0987 -12.0654  0.462
118 H -7.3652 -8.3482 -12.9221  0.393
119 H -21.1864 -3.0624 -15.5354  0.301
120 H -10.3779 -6.7407 -14.3426  -0.305
121 H -8.8848 -11.2272 -12.1734  -0.517
122 H -8.1447 -13.4797 -15.1080  0.380
123 H -18.9452 -11.3920 -11.7890  0.365
124 H -12.7745 -12.1337 -13.9783  -0.131
125 H -22.8291 -3.3539 -16.1630  0.260
126 H -9.5667 -9.2079 -10.9975  0.150
127 H -13.3221 -16.7988 -18.5763  0.093
128 H -10.7952 -15.4425 -8.6670  -0.005
129 H -12.2963 -17.1959 -4.8076  0.335
130 H -7.4248 -3.8082 -16.4223  0.353
131 H -13.1684 -16.3317 -7.0114  0.426
132 H -20.9399 -7.5243 -16.2167  0.346
133 H -9.5707 -7.8418 -17.3658  0.039
134 H -16.2171 -11.4208 -12.4901  0.221
135 H -19.0759 -7.6957 -14.6875  0.338
136 H -15.4809 -16.9570 -16.7676  0.190
137 H -18.7843 -11.5512 -16.4258  0.371
138 H -7.7686 -2.9502 -14.9512  0.328
139 H -11.0756 -5.8701 -16.7460  0.213
140 H -14.6923 -12.4143 -17.5132  0.243
141 H -13.6010 -19.1095 -17.6056  0.418
142 H -11.9071 -4.5082 -15.9427  0.361
143 H -14.9185 -16.5579 -21.3325  0.322
144 H -16.2207 -6.6155 -10.0601  0.292
145 H -8.9123 -9.0453 -13.4319  -0.048
146 H -8.8094 -5.0853 -14.1299  0.203
147 H -19.7916 -8.5840 -17.3341  0.289
148 H -5.1338 -4.0295 -16.3589  0.336
149 H -11.5299 -17.1463 -13.1174  0.124
150 H -15.8600 -15.3096 -20.5760  0.254
151 H -12.7413 -16.7080 -10.3066  -0.107
152 H -10.3968 -12.2962 -21.2356  0.266
153 H -13.8900 -14.8375 -9.1053  0.409
154 H -9.4440 -9.0423 -18.4434  0.348
155 H -12.8279 -11.3448 -19.1750  0.499
156 H -17.3996 -8.2889 -14.7287  0.394
157 H -11.6963 -13.4993 -21.2167  0.290
158 H -12.7395 -15.8184 -13.3781  -0.095
159 H -9.0760 -11.5148 -17.1530  0.346
160 H -19.1862 -12.7300 -13.8716  0.358
161 H -7.8921 -11.3271 -15.8449  0.290
162 H -15.3778 -18.9434 -17.9635  0.395
163 H -10.3190 -3.4071 -15.3071  0.262
164 H -12.4292 -17.6257 -9.1177  0.234
165 H -14.0910 -15.3455 -20.1776  0.079
166 H -12.4756 -14.3002 -15.8285  -0.299
167 H -13.2185 -8.9240 -14.6062  0.268
168 H -13.5683 -7.4447 -8.4753  0.368
169 H -14.4061 -7.6002 -10.8164  -0.028
170 H -12.8649 -16.8445 -11.9250  0.198
171 H -18.1777 -13.3930 -12.4444  0.352
172 H -8.0469 -9.0615 -9.3808  0.302
173 H -8.8391 -7.5593 -12.4926  0.206
174 H -10.9263 -10.9534 -15.3568  0.225

This record from the Open Molecules 2025 dataset describes 9 unconnected molecules or ions with the total composition C42H112B2F8N7O14 in a non-equilibrium geometry. The level of theory is ωB97M-V/def2-TZVPD.

Summary:
* molar mass: 1113.001 g/mol
* net charge: +5
* relative energy (zero: lowest compared OMol25 entry of this formula, charge and spin): 339.8 kJ/mol
* highest occupied orbital energy: -0.669 Eh
* HOMO-LUMO gap: 0.330 hartree

Last column: Mulliken charge in e.
Cartesian coordinates (Å):
1 F -0.5570 -0.1826 1.3172  -0.478
2 F 0.5741 0.8961 -0.2822  0.315
3 F 2.2207 2.8544 -1.6929  -0.319
4 F 1.0787 4.7617 -1.3743  -0.315
5 F -1.1152 -0.2787 -0.9943  -0.114
6 F 0.6905 -1.4382 -0.1262  -0.024
7 F 2.6143 3.9686 0.1214  -0.437
8 F 3.2665 4.9304 -1.8980  -0.303
9 O -8.0593 3.6422 -2.7247  -0.272
10 O -0.3830 -4.7966 1.9847  -0.086
11 O 7.8425 -3.7052 -2.5097  -0.291
12 O -1.6326 -9.6706 4.0029  -0.362
13 O 4.1037 -0.6521 -1.4917  -0.022
14 O 0.5789 0.4336 6.3714  -0.413
15 O 3.7322 -4.4529 -0.5504  -0.049
16 O -0.5075 6.9962 0.6995  -0.415
17 O -2.4564 4.0220 3.8016  0.353
18 O 4.3111 -0.8345 1.8469  -0.265
19 O -0.4879 3.8439 -6.1811  -0.204
20 O -0.3446 -0.8305 -4.5827  -0.424
21 O -4.8702 1.5644 0.4549  -0.013
22 O -2.2419 3.7947 -3.2360  -0.316
23 N -1.5489 4.5815 -0.5112  -0.007
24 N -0.2746 -7.4778 3.1617  -0.158
25 N -0.9424 2.7779 6.0395  -0.075
26 N 3.1324 1.0824 0.2669  2.667
27 N 0.9171 1.7484 -4.6160  -0.053
28 N -6.8710 3.7083 -0.0239  -0.046
29 N 6.0104 -5.4981 -1.8161  -0.141
30 C -0.8890 -3.4571 2.1428  -0.939
31 C 0.6631 -0.6107 -3.6681  -0.671
32 C -6.2376 1.2211 0.3989  -0.757
33 C -2.4346 2.8453 -2.1648  -0.881
34 C -0.5491 -10.0006 3.0731  -0.567
35 C -7.9649 4.6699 -0.4912  -0.790
36 C -1.2441 1.6581 5.0707  -0.464
37 C -0.6945 -7.0662 1.7159  -0.550
38 C 3.3028 -0.0777 2.5169  -0.053
39 C -1.4868 3.1589 -0.9767  2.375
40 C -3.1748 3.6638 -4.2862  -0.722
41 C 0.4712 -8.8465 3.2508  -0.512
42 C 4.6578 -2.0344 2.5081  -0.754
43 C -1.2690 -1.8792 -4.3038  -0.761
44 C -2.7074 -10.5568 4.0995  -0.719
45 C 2.5841 -3.6830 -0.2763  -0.870
46 C 0.0331 0.7691 5.0790  -0.479
47 C 7.4076 -6.0187 -2.1708  -0.721
48 C 4.5881 1.3790 -0.1985  -0.855
49 C -1.3996 -5.6994 1.6837  -0.594
50 C 8.5965 -2.8063 -3.3442  -0.859
51 C 4.9721 -6.4946 -1.2217  -0.795
52 C -0.0135 -0.7173 7.0149  -0.702
53 C 4.6745 -1.5080 -2.4802  -1.144
54 C 0.9054 0.8925 -3.3822  1.247
55 C 0.8905 7.1573 0.7163  -0.425
56 C -1.8942 3.9783 6.1703  -0.907
57 C 8.4439 -4.9165 -2.2817  -0.383
58 C 0.8222 4.1517 -5.6630  -0.820
59 C -1.8814 4.7528 4.8478  -0.700
60 C -0.6345 4.4801 -7.4549  -0.888
61 C -4.0937 0.9221 1.4138  -0.606
62 C 4.8414 0.6059 -1.4648  -1.051
63 C -8.0051 4.8857 -2.0137  -0.540
64 C -3.8677 4.0956 3.6751  -0.588
65 C -0.8602 4.6330 0.8860  0.014
66 C -1.0470 6.0091 1.5501  -0.502
67 C -7.1321 2.2061 -0.3570  -0.482
68 C 3.5722 -5.7731 -1.1717  -0.215
69 C 0.9873 3.3148 -4.3823  -0.038
70 C 3.0333 1.2758 1.8227  -0.757
71 C -8.1500 3.7155 -4.1383  -0.846
72 B 2.3114 4.1434 -1.2472  0.304
73 B -0.0911 -0.3089 0.0067  -0.179
74 H -0.6645 5.9446 2.5693  0.401
75 H 0.4239 -6.8288 3.4998  0.347
76 H -8.8242 5.5431 -2.3102  0.487
77 H -6.3097 0.2717 -0.1335  0.362
78 H -3.1293 2.6605 -4.7116  0.342
79 H 4.7523 2.4546 -0.2502  0.400
80 H -4.0520 -0.1444 1.1885  0.404
81 H 2.0409 1.6786 2.0198  -0.003
82 H -1.0697 -0.5751 7.2492  0.298
83 H -1.5357 -3.4086 3.0198  0.440
84 H -1.0136 2.3866 6.9706  0.423
85 H 7.5599 -6.7601 -1.3865  0.346
86 H -4.4795 1.1976 2.3960  0.438
87 H -8.9433 4.2966 -0.1886  0.375
88 H 1.6118 1.5277 -5.3175  0.546
89 H 2.4364 1.6892 -0.1478  -0.876
90 H -2.3346 5.7419 4.9201  0.548
91 H -0.7191 -2.8206 -4.2673  0.318
92 H 2.4000 -0.6797 2.3920  -0.200
93 H 1.1763 7.5206 1.7041  0.351
94 H -1.3714 3.9369 1.5516  0.115
95 H -4.2147 3.8816 -4.0371  0.218
96 H -4.1816 3.3235 2.9734  -0.242
97 H -0.0143 1.6267 -4.9946  0.603
98 H -3.5596 -9.9394 4.3820  0.256
99 H 8.1935 -1.8015 -3.2187  0.183
100 H 9.6773 -2.6935 -3.2581  0.391
101 H -2.1061 6.2699 1.5436  0.160
102 H -1.9431 -1.9654 -5.1554  0.323
103 H 3.2351 -5.6220 -2.1974  0.406
104 H -9.1464 3.3265 -4.3480  0.310
105 H -2.9256 4.4013 -5.0484  0.251
106 H 4.9569 -2.6968 1.6951  0.073
107 H -8.1844 1.9855 -0.1838  0.383
108 H -6.6243 1.0797 1.4095  0.460
109 H 1.4109 6.2250 0.4940  0.054
110 H 0.1418 3.5601 -3.7396  -0.260
111 H 1.9037 3.5746 -3.8542  0.231
112 H 5.3960 -6.8566 -0.2858  0.439
113 H -7.8103 5.5813 0.0859  0.429
114 H -4.3189 3.9089 4.6502  0.422
115 H 4.8372 -7.3304 -1.9080  0.387
116 H 5.8994 0.4159 -1.6477  0.725
117 H -2.4420 5.0553 -0.4720  0.597
118 H -3.0563 1.2321 1.2861  -0.203
119 H -0.0512 -2.7780 2.3000  0.085
120 H -1.6697 -5.3138 0.6998  0.367
121 H -0.1510 3.8530 -8.2042  0.319
122 H 8.4076 -3.0533 -4.3896  0.398
123 H 1.8767 0.9594 -2.8939  -0.444
124 H -8.0026 4.6905 -4.6025  0.393
125 H -3.4823 2.8446 -1.8601  0.674
126 H 0.1735 4.3080 0.7719  -0.224
127 H -1.8680 -1.8023 -3.3961  0.251
128 H -2.1728 1.8534 -2.5354  0.332
129 H 1.1072 -8.8176 2.3664  0.311
130 H 0.7676 1.3489 4.5196  0.397
131 H -6.0207 4.1115 -0.3963  0.226
132 H -1.3332 -7.8638 1.3380  0.399
133 H 4.7797 -1.0137 -3.4463  0.382
134 H -0.5019 2.8714 -1.3424  -1.510
135 H 0.1208 1.2555 -2.7193  -0.989
136 H 2.9782 -2.6898 -0.0561  -0.245
137 H -6.7506 3.9027 0.9622  0.353
138 H 6.1595 -4.6951 -1.2176  0.320
139 H -2.8887 -11.0284 3.1333  0.343
140 H 1.6508 -0.8949 -4.0371  0.561
141 H 9.0449 -5.2306 -3.1356  0.432
142 H -0.2948 -0.0726 4.4677  0.373
143 H 1.0211 -8.9837 4.1808  0.410
144 H 0.5499 -1.0574 -2.6799  0.160
145 H 1.9935 -4.0087 0.5804  0.505
146 H -1.4011 -3.0117 1.2889  0.430
147 H 1.2242 7.8704 -0.0364  0.269
148 H -2.1774 -5.5814 2.4396  0.377
149 H 8.9712 -4.9063 -1.3270  0.321
150 H -6.8471 2.1319 -1.4056  0.314
151 H -7.2070 5.5398 -2.3711  0.413
152 H -1.6754 4.6748 -7.7118  0.248
153 H 1.9406 -3.3576 -1.0952  0.445
154 H -0.1785 5.4705 -7.4711  0.387
155 H 5.6066 -5.1195 -2.6632  0.385
156 H 2.8733 0.1228 0.0761  -0.480
157 H 3.7816 -2.5631 2.8858  0.380
158 H 4.5025 1.1953 -2.3183  0.353
159 H -1.8097 2.5984 -0.1004  -1.116
160 H 5.6904 -1.7537 -2.1655  0.504
161 H -7.4239 3.0135 -4.5482  0.257
162 H 5.4672 -1.8091 3.2019  0.323
163 H -1.0199 5.1614 -1.1526  0.639
164 H -2.1210 1.1550 5.4783  0.305
165 H -0.8123 4.8847 4.6760  0.312
166 H 5.2039 0.9736 0.6037  0.479
167 H 3.8291 1.9467 2.1445  0.598
168 H 7.2365 -6.6017 -3.0757  0.437
169 H -0.9872 -10.0399 2.0754  0.345
170 H -1.1036 -7.5234 3.7415  0.408
171 H 1.5768 3.7856 -6.3611  0.443
172 H 0.4175 -0.8628 8.0049  0.331
173 H 4.1456 -2.4599 -2.4420  0.103
174 H -2.8813 3.5592 6.3663  0.323
175 H -1.6177 4.5567 7.0514  0.478
176 H 3.4794 -0.0335 3.5921  0.674
177 H 1.0199 5.1907 -5.3992  0.508
178 H 0.2347 -7.0072 1.1502  0.244
179 H 0.0674 -1.6449 6.4479  0.275
180 H 2.9165 -6.3518 -0.5212  0.105
181 H 0.0185 3.0706 5.9145  0.388
182 H -2.4615 -11.2520 4.9023  0.265
183 H -1.4695 2.0786 4.0920  0.117
184 H -4.1639 5.0870 3.3305  0.316
185 H -0.1856 -10.9766 3.3948  0.469